Entry 1:
Density functional theory data (ωB97M-V/def2-TZVPD) for a structure of composition C47H56CaN8O3S2.

Cartesian coordinates (Å):
Ca  0.119  1.326  -0.059
N  -0.947  -0.158  -1.640
C  -2.428  0.043  -1.690
C  -2.900  1.304  -0.970
N  -2.283  1.513  0.360
C  -2.647  0.454  1.327
C  -1.667  0.368  2.489
N  -0.283  0.149  2.003
C  -2.629  2.862  0.869
C  -1.566  3.905  0.550
N  -0.257  3.467  1.104
H  -0.570  -0.222  -2.581
H  -0.765  -1.085  -1.263
H  -2.918  -0.841  -1.289
H  -2.766  0.107  -2.725
H  -3.993  1.251  -0.891
H  -2.662  2.187  -1.569
H  -2.657  -0.507  0.810
H  -3.659  0.608  1.721
H  -1.999  -0.428  3.159
H  -1.676  1.294  3.068
H  -0.127  -0.828  1.766
H  0.388  0.341  2.740
H  -2.753  2.801  1.952
H  -3.596  3.178  0.466
H  -1.886  4.868  0.954
H  -1.460  4.025  -0.531
H  -0.320  3.449  2.118
H  0.462  4.149  0.877
C  6.089  -6.595  0.657
C  4.905  -5.678  0.527
C  5.029  -4.446  -0.125
C  3.949  -3.592  -0.246
C  2.730  -3.971  0.305
C  2.583  -5.176  0.973
C  3.674  -6.027  1.071
S  1.290  -2.979  0.117
O  1.652  -1.513  0.231
C  0.955  -3.198  -1.625
C  1.570  -2.301  -2.534
C  1.267  -2.385  -3.858
C  0.306  -3.326  -4.327
C  -0.054  -3.391  -5.695
C  -0.990  -4.286  -6.121
C  -1.617  -5.155  -5.197
C  -1.283  -5.121  -3.876
C  -0.304  -4.207  -3.407
C  0.075  -4.151  -2.029
C  -0.471  -5.167  -1.083
C  -0.032  -6.518  -1.208
C  1.000  -6.894  -2.108
C  1.404  -8.193  -2.190
C  0.795  -9.188  -1.388
C  -0.195  -8.852  -0.513
C  -0.629  -7.507  -0.399
C  -1.653  -7.138  0.518
C  -2.028  -5.838  0.658
C  -1.406  -4.845  -0.143
S  -1.794  -3.112  0.016
O  -3.006  -2.748  -0.772
C  -2.224  -3.087  1.734
C  -3.507  -2.693  2.074
C  -3.855  -2.633  3.420
C  -2.944  -2.958  4.419
C  -3.328  -2.885  5.871
C  -1.656  -3.350  4.041
C  -1.288  -3.406  2.709
H  6.835  -6.396  -0.110
H  5.789  -7.640  0.580
H  6.570  -6.466  1.629
H  5.985  -4.168  -0.550
H  4.045  -2.643  -0.759
H  1.626  -5.454  1.399
H  3.565  -6.977  1.579
H  2.265  -1.565  -2.151
H  1.746  -1.730  -4.576
H  0.430  -2.723  -6.396
H  -1.258  -4.334  -7.168
H  -2.368  -5.851  -5.544
H  -1.771  -5.789  -3.178
H  1.477  -6.142  -2.725
H  2.194  -8.468  -2.876
H  1.115  -10.218  -1.474
H  -0.667  -9.605  0.105
H  -2.121  -7.907  1.119
H  -2.782  -5.560  1.381
H  -4.215  -2.455  1.290
H  -4.863  -2.345  3.692
H  -4.409  -2.908  5.996
H  -2.964  -1.960  6.322
H  -2.903  -3.714  6.435
H  -0.939  -3.630  4.804
H  -0.295  -3.746  2.428
C  5.742  0.275  0.327
N  4.399  0.663  0.721
C  3.428  1.012  -0.124
N  3.694  1.008  -1.447
O  2.296  1.351  0.296
H  6.311  0.050  1.224
H  6.250  1.081  -0.204
H  5.728  -0.627  -0.288
H  4.143  0.688  1.694
H  4.565  0.677  -1.822
H  2.957  1.251  -2.087
N  2.023  4.170  -0.990
C  1.137  4.068  -2.041
C  0.925  5.168  -2.888
C  -0.013  5.065  -3.882
C  -0.726  3.871  -4.037
C  -0.443  2.852  -3.167
N  0.463  2.924  -2.167
H  2.713  4.900  -1.048
H  2.346  3.312  -0.564
H  1.500  6.073  -2.745
H  -0.193  5.903  -4.542
H  -1.466  3.743  -4.812
H  -0.952  1.901  -3.267

The spin multiplicity is 1. The total energy comes out at -3962.13589 Ha. As for the HOMO energy: -12.30 eV. The calculation puts the orbital gap at 8.40 eV. The total charge is +2. The calculation puts the energy relative to the best compared isomer or geometry (same formula, charge and spin) at 13.15 kcal/mol.

***

Entry 2:
Density functional theory data (ωB97M-V/def2-TZVPD) for a cluster of 2 separate species, C4H8NO2S in total in a non-equilibrium geometry.

Cartesian coordinates (Å):
O  -0.454  -1.297  -2.576
C  -0.321  -0.154  -1.989
C  0.145  -0.581  -0.489
C  0.814  -1.744  -0.295
S  -0.434  3.286  0.229
N  -0.390  0.160  0.404
C  -0.342  -0.179  1.957
O  -0.073  -1.415  2.211
H  0.470  0.533  -2.347
H  -1.205  0.475  -1.852
H  1.033  -2.062  0.712
H  0.934  -2.411  -1.139
H  0.888  3.428  0.421
H  -0.235  1.215  0.229
H  0.479  0.510  2.229
H  -1.309  0.236  2.295

The spin multiplicity is 1. The total energy comes out at -760.47617 Ha. As for the HOMO energy: -3.89 eV. The calculation puts the orbital gap at 4.38 eV. The total charge is -1. The calculation puts the energy relative to the best compared isomer or geometry (same formula, charge and spin) at 148.53 kcal/mol.

***

Entry 3:
Density functional theory data (ωB97M-V/def2-TZVPD) for a cluster of 2 separate species, C9H14 in total in a non-equilibrium geometry.

Cartesian coordinates (Å):
C  0.101  0.617  -0.825
C  -0.923  0.585  0.277
C  -1.486  -0.578  0.756
C  -2.667  -0.573  1.537
C  -3.201  0.611  2.004
C  -2.701  1.798  1.402
C  -1.648  1.768  0.547
H  -0.380  1.284  -1.558
H  0.395  -0.349  -1.186
H  0.991  1.134  -0.439
H  -1.010  -1.543  0.588
H  -3.102  -1.542  1.765
H  -4.152  0.703  2.517
H  -3.366  2.650  1.565
H  -1.367  2.738  0.147
C  2.730  -1.375  -0.516
C  3.400  -0.912  -1.800
H  3.507  -1.310  0.264
H  1.933  -0.798  -0.039
H  2.256  -2.358  -0.414
H  4.458  -0.656  -1.751
H  2.810  -0.155  -2.319
H  3.420  -1.739  -2.523

The spin multiplicity is 1. The total energy comes out at -351.28897 Ha. As for the HOMO energy: -9.01 eV. The calculation puts the orbital gap at 10.01 eV. The calculation puts the energy relative to the best compared isomer or geometry (same formula, charge and spin) at 25.86 kcal/mol.

***

Entry 4:
Density functional theory data (ωB97M-V/def2-TZVPD) for a cluster of 9 separate species, BH20O8 in total in a non-equilibrium geometry.

Cartesian coordinates (Å):
B  -0.659  -0.340  -0.506
H  -1.446  -0.824  0.111
H  0.352  -1.240  -0.843
H  -1.214  -0.019  -1.633
H  -0.101  0.703  0.178
O  3.265  0.607  0.258
H  2.581  -0.075  0.420
H  3.464  0.650  1.090
O  -1.075  2.564  2.233
H  -0.952  1.590  2.366
H  -0.293  3.035  1.925
O  0.930  1.174  -3.033
H  0.242  0.533  -2.583
H  0.342  1.597  -3.757
O  -3.585  0.803  1.030
H  -3.839  1.386  0.299
H  -2.864  0.404  0.678
O  1.746  -0.914  2.379
H  2.303  -1.102  3.180
H  1.871  -1.577  1.552
O  2.702  -3.041  0.645
H  2.599  -3.005  -0.298
H  3.521  -3.451  0.914
O  -1.666  -3.142  -1.932
H  -1.294  -3.957  -1.775
H  -1.461  -2.227  -1.540
O  -2.035  3.482  -0.331
H  -1.565  2.840  0.222
H  -1.877  3.538  -1.261

The spin multiplicity is 1. The total energy comes out at -638.68116 Ha. As for the HOMO energy: -5.74 eV. The calculation puts the orbital gap at 8.31 eV. The total charge is -1. The calculation puts the energy relative to the best compared isomer or geometry (same formula, charge and spin) at 72.75 kcal/mol.

***

Entry 5:
Density functional theory data (ωB97M-V/def2-TZVPD) for a cluster of 3 separate species, CH7O3 in total.

Cartesian coordinates (Å):
C  -0.610  1.561  0.536
O  -0.215  0.798  -0.534
H  -0.267  1.131  1.503
H  -0.195  2.583  0.535
H  -1.708  1.649  0.649
H  1.171  -0.088  0.024
H  1.626  -1.487  0.401
O  1.969  -0.589  0.339
H  -0.508  -2.103  -0.839
H  -0.776  -0.583  -0.435
O  -1.173  -1.551  -0.407

The spin multiplicity is 1. The total energy comes out at -268.03616 Ha. As for the HOMO energy: -3.67 eV. The calculation puts the orbital gap at 8.16 eV. The total charge is -1. The calculation puts the energy relative to the best compared isomer or geometry (same formula, charge and spin) at 2.03 kcal/mol.

***

Entry 6:
Density functional theory data (ωB97M-V/def2-TZVPD) for a structure of composition C33H24CoN2O3S4SeTe in a non-equilibrium geometry.

Cartesian coordinates (Å):
Co  -0.579  -1.218  0.640
C  4.374  3.601  -0.010
C  3.501  2.369  -0.087
C  4.060  1.106  -0.281
C  3.283  -0.036  -0.319
C  3.892  -1.345  -0.666
O  3.481  -2.001  -1.599
C  5.074  -1.828  0.113
C  5.518  -1.230  1.291
C  6.617  -1.738  1.967
C  7.281  -2.859  1.491
C  6.829  -3.479  0.331
C  5.739  -2.967  -0.346
C  1.862  0.059  -0.159
O  1.182  -0.994  0.008
C  1.275  1.364  -0.168
C  2.124  2.475  -0.045
C  -0.155  1.513  -0.388
N  -0.977  0.513  -0.433
C  -2.237  0.764  -1.152
C  -3.500  0.926  -0.313
Te  -5.290  0.862  -1.524
C  -5.328  -1.243  -1.817
C  -5.992  -2.067  -0.919
C  -5.951  -3.443  -1.078
C  -5.238  -4.004  -2.126
C  -4.566  -3.183  -3.019
C  -4.621  -1.804  -2.873
C  -0.646  2.893  -0.663
C  -1.601  3.472  0.169
C  -2.022  4.776  -0.039
C  -1.484  5.533  -1.069
C  -0.540  4.963  -1.914
C  -0.133  3.655  -1.716
H  5.427  3.324  0.049
H  4.125  4.199  0.869
H  4.241  4.235  -0.892
H  5.133  1.017  -0.420
H  4.990  -0.374  1.689
H  6.954  -1.262  2.880
H  8.136  -3.254  2.026
H  7.328  -4.369  -0.035
H  5.366  -3.442  -1.243
H  1.692  3.459  0.076
H  -2.377  -0.073  -1.841
H  -2.114  1.672  -1.753
H  -3.528  1.887  0.199
H  -3.585  0.131  0.424
H  -6.532  -1.640  -0.083
H  -6.441  -4.078  -0.352
H  -5.174  -5.077  -2.220
H  -3.984  -3.617  -3.823
H  -4.113  -1.165  -3.585
H  -1.978  2.905  1.011
H  -2.770  5.211  0.613
H  -1.797  6.560  -1.213
H  -0.120  5.542  -2.728
H  0.599  3.209  -2.378
O  -4.451  -0.515  6.301
C  -3.739  -0.633  5.324
S  -2.184  0.176  5.127
C  -1.781  -0.459  3.526
C  -2.688  -1.298  2.981
S  -2.499  -2.071  1.446
S  -4.137  -1.628  3.928
S  -0.298  0.001  2.781
Se  -0.041  -3.433  -0.384
C  -1.128  -4.808  0.068
N  -1.760  -5.740  0.347

The spin multiplicity is 2. The total energy comes out at -7252.25012 Ha. As for the HOMO energy (alpha / beta): -0.91 / -0.90 eV. The calculation puts the orbital gap (alpha / beta) at 4.47 / 4.46 eV. The total charge is -2.

***

Entry 7:
Density functional theory data (ωB97M-V/def2-TZVPD) for a cluster of 21 separate species, C21H84O21 in total in a non-equilibrium geometry.

Cartesian coordinates (Å):
C  0.578  -1.158  6.669
O  -0.043  -1.583  5.446
H  1.585  -1.535  6.795
H  0.501  -0.044  6.685
H  -0.082  -1.517  7.536
H  -0.519  -2.449  5.597
C  -3.727  -0.128  -1.253
O  -3.284  -1.348  -0.623
H  -3.016  0.173  -2.040
H  -4.724  -0.317  -1.682
H  -3.863  0.582  -0.454
H  -2.789  -1.177  0.204
C  -1.028  -4.683  6.994
O  -1.790  -3.673  6.313
H  -0.572  -5.361  6.232
H  -0.269  -4.172  7.597
H  -1.658  -5.284  7.614
H  -2.210  -4.152  5.599
C  4.685  1.455  0.552
O  3.362  1.270  0.068
H  5.424  1.635  -0.206
H  4.745  2.293  1.205
H  5.116  0.558  1.183
H  2.943  0.747  0.761
C  2.862  1.497  -3.256
O  1.977  1.723  -2.158
H  3.168  0.430  -3.173
H  2.358  1.726  -4.179
H  3.708  2.159  -3.218
H  2.459  1.482  -1.324
C  -2.739  -4.404  1.243
O  -3.109  -3.798  2.531
H  -1.658  -4.401  1.143
H  -2.972  -5.425  1.303
H  -3.156  -3.850  0.323
H  -2.829  -2.852  2.399
C  -0.572  3.902  3.422
O  0.572  3.040  3.431
H  -0.334  5.004  3.355
H  -1.127  3.712  2.526
H  -1.138  3.644  4.328
H  1.207  3.302  2.765
C  2.716  0.410  3.317
O  2.024  0.179  2.051
H  2.082  0.155  4.177
H  3.635  -0.181  3.285
H  2.976  1.465  3.350
H  1.790  -0.790  1.836
C  0.206  -0.902  -0.538
O  0.717  -1.702  0.567
H  -0.573  -1.501  -1.054
H  -0.315  -0.010  -0.105
H  0.971  -0.591  -1.231
H  0.921  -2.565  0.074
C  -1.004  -2.455  -5.500
O  -0.756  -3.152  -4.324
H  -1.298  -3.137  -6.252
H  -1.786  -1.694  -5.336
H  -0.157  -1.853  -5.820
H  -1.499  -3.061  -3.697
C  -3.115  -6.815  4.213
O  -3.290  -5.496  4.723
H  -3.969  -7.283  3.709
H  -2.276  -6.904  3.537
H  -2.897  -7.480  5.066
H  -3.384  -4.892  3.971
C  2.737  -3.250  -4.254
O  1.783  -3.074  -3.228
H  2.777  -4.351  -4.547
H  2.566  -2.744  -5.192
H  3.769  -3.121  -3.866
H  0.890  -3.159  -3.641
C  3.623  4.984  -2.145
O  2.268  4.720  -2.006
H  4.252  4.109  -2.422
H  3.760  5.813  -2.845
H  3.968  5.321  -1.130
H  2.001  3.746  -1.879
C  -1.312  6.922  -4.751
O  -1.335  5.451  -4.758
H  -0.612  7.246  -5.454
H  -2.273  7.271  -5.080
H  -1.079  7.354  -3.803
H  -0.569  5.017  -5.206
C  0.126  -5.159  -0.803
O  1.183  -4.120  -0.754
H  -0.889  -4.696  -1.047
H  0.388  -5.944  -1.514
H  0.066  -5.556  0.192
H  1.378  -3.879  -1.725
C  -2.122  1.651  -6.178
O  -0.804  1.455  -5.707
H  -2.160  1.552  -7.288
H  -2.773  0.909  -5.687
H  -2.558  2.642  -5.947
H  -0.732  1.624  -4.739
C  -1.306  -0.232  2.484
O  -1.608  -1.443  1.826
H  -0.633  -0.314  3.341
H  -0.900  0.551  1.862
H  -2.298  0.080  2.831
H  -0.779  -1.732  1.443
C  0.565  6.225  0.825
O  1.384  5.114  0.959
H  1.114  7.089  0.437
H  -0.257  5.975  0.185
H  0.101  6.409  1.876
H  1.740  4.983  0.065
C  -3.811  -4.017  -2.881
O  -2.699  -3.344  -2.303
H  -4.677  -3.324  -3.105
H  -3.463  -4.556  -3.779
H  -4.086  -4.826  -2.117
H  -3.038  -2.665  -1.646
C  3.908  4.914  3.229
O  3.513  4.187  2.072
H  3.405  4.460  4.063
H  4.986  4.767  3.315
H  3.450  5.900  3.157
H  2.584  4.585  2.003
C  -1.125  2.800  -1.640
O  -0.711  2.018  -2.747
H  -0.346  2.942  -0.915
H  -1.433  3.774  -1.942
H  -1.961  2.295  -1.164
H  0.306  1.884  -2.599

The spin multiplicity is 1. The total energy comes out at -2430.18193 Ha. As for the HOMO energy: -9.65 eV. The calculation puts the orbital gap at 10.28 eV. The calculation puts the energy relative to the best compared isomer or geometry (same formula, charge and spin) at 17.96 kcal/mol.

***

Entry 8:
Density functional theory data (ωB97M-V/def2-TZVPD) for the molecule C18H25N3O3.

Cartesian coordinates (Å):
C  -0.552  -0.963  -2.253
C  -1.816  -0.234  -2.693
C  -2.668  0.270  -1.510
O  -3.072  -0.786  -0.660
C  -2.263  -1.067  0.400
C  -2.318  -2.339  0.951
C  -1.538  -2.653  2.050
C  -0.698  -1.700  2.597
C  -0.643  -0.425  2.060
C  -1.432  -0.095  0.967
N  -1.429  1.192  0.403
C  -0.831  2.304  1.115
C  0.701  2.310  1.053
O  1.385  2.445  2.046
N  1.186  2.163  -0.190
C  2.605  2.050  -0.455
C  3.186  0.791  0.201
N  2.545  -0.410  -0.281
C  2.627  -1.533  0.637
C  2.132  -2.697  -0.209
C  2.743  -2.403  -1.585
C  3.042  -0.895  -1.561
C  -1.948  1.421  -0.827
O  -1.834  2.498  -1.388
H  0.031  -1.237  -3.129
H  0.070  -0.348  -1.606
H  -0.807  -1.874  -1.718
H  -1.564  0.636  -3.303
H  -2.431  -0.907  -3.293
H  -3.599  0.686  -1.919
H  -2.981  -3.062  0.505
H  -1.586  -3.645  2.473
H  -0.083  -1.944  3.449
H  0.016  0.308  2.496
H  -1.144  2.284  2.161
H  -1.200  3.219  0.640
H  0.544  2.110  -0.964
H  3.118  2.922  -0.036
H  2.753  2.030  -1.534
H  4.279  0.778  0.034
H  3.007  0.867  1.275
H  3.663  -1.714  0.975
H  2.000  -1.346  1.510
H  1.044  -2.669  -0.258
H  2.439  -3.662  0.189
H  3.665  -2.967  -1.723
H  2.062  -2.671  -2.390
H  4.126  -0.716  -1.661
H  2.541  -0.364  -2.375

The spin multiplicity is 1. The total energy comes out at -1090.93107 Ha. As for the HOMO energy: -8.39 eV. The calculation puts the orbital gap at 9.15 eV. The calculation puts the energy relative to the best compared isomer or geometry (same formula, charge and spin) at 28.42 kcal/mol.

***

What is the total energy in the first record?
-3962.13589 Ha

***

Look up the total energy of the fifth one.
-268.03616 Ha